ORCA calculation (ωB97M-V/def2-TZVPD) on 2 unconnected molecules or ions with the total composition C4H13N2OS in a non-equilibrium geometry.

HOMO-LUMO gap (alpha / beta)	9.543 / 6.018	eV
molar mass	137.23	g mol⁻¹
E	-20218.78243	eV
2S+1	2

Atoms and positions in Å:
1 C -0.265 1.241 -0.598
2 N -0.773 -0.073 -0.429
3 C -1.824 -0.140 0.596
4 N -2.181 -1.542 0.870
5 C 0.857 1.491 0.471
6 C 2.053 0.526 0.416
7 S 1.869 -1.134 0.979
8 H 0.240 1.248 -1.746
9 H -0.957 2.114 -0.712
10 H 0.056 -0.709 -0.186
11 H -2.711 0.500 0.223
12 H -1.484 0.274 1.535
13 H -1.846 -2.063 0.078
14 H -1.838 -2.030 1.720
15 H 0.298 1.254 1.347
16 H 1.250 2.643 0.468
17 H 2.305 0.434 -0.649
18 H 2.828 1.048 1.061
19 H 1.342 -1.983 -1.331
20 H 0.022 -1.210 -1.976
21 O 0.760 -1.890 -2.137

Löwdin atomic charge list, values in e, 8 entries: C -0.28; N -0.16; C -0.31; N 0.00; C -0.26; C -0.63; S 0.74; H 0.16